(1)
C4H10N2O3 | wB97M-V/def2-TZVPD

Last column: Mulliken charge in e.
Geometry (Å):
C -0.351 0.187 -1.886  -1.587
N 0.078 -1.292 0.126  -0.205
C 0.405 -0.002 -0.582  1.442
O 0.976 -2.360 -0.150  -0.490
N 1.714 0.309 -0.652  -1.206
H 1.741 -1.930 -0.577  0.413
H -0.853 -1.645 -0.098  0.249
H 2.196 -0.043 0.180  0.211
H 0.044 -0.486 -2.650  0.318
H -1.423 0.001 -1.768  0.379
H -0.221 1.213 -2.231  0.359
C -0.351 1.077 0.739  -0.406
C -0.580 0.097 1.754  0.098
O -1.781 -0.371 2.077  -0.431
O 0.615 2.018 1.046  -0.625
H -2.462 0.038 1.521  0.366
H 1.328 1.842 0.366  0.492
H -1.265 1.515 0.322  0.264
H 0.191 -0.167 2.464  0.359

Cartesian forces, eV/Å:
-0.2 0.3 0.2
0.2 0.1 1.1
0.6 -0.4 -0.2
-0.1 0.0 -0.4
-0.6 0.0 0.3
-0.3 0.1 0.1
0.3 -0.1 -0.4
0.0 0.0 -0.1
0.0 0.0 0.1
0.0 0.0 0.0
0.0 0.0 0.0
-0.3 0.1 0.2
-0.3 0.4 -0.4
0.5 0.0 -0.3
0.2 -0.4 -0.3
0.1 0.0 0.0
0.0 0.0 0.1
-0.1 -0.1 0.0
0.0 -0.1 -0.1

Values from the calculation:
Electronic energy, eV: -13427.708
ΔE to the lowest compared entry with this formula, charge and spin, kJ/mol: 593.18
Largest force on an atom, eV/Å: 1.1
E_LUMO, eV: -0.2133
Kohn-Sham gap, hartree: 0.2904

=====

(2)
C14H40N2O8 | wB97M-V/def2-TZVPD

Last column: Mulliken charge in e.
Geometry (Å):
C -4.517 6.029 0.531  -1.480
C -3.140 5.858 -0.087  0.443
C -2.055 5.215 0.858  -0.462
O -0.862 5.423 0.080  -0.336
C 0.215 4.604 0.485  -0.347
N -3.209 4.911 -1.199  -0.594
H -4.600 6.743 1.349  0.366
H -4.693 5.082 1.041  0.374
H -5.315 6.105 -0.208  0.359
H -2.828 6.861 -0.379  0.248
H -1.994 4.136 1.000  0.244
H -2.027 5.722 1.822  0.337
H 0.451 4.775 1.536  0.366
H 1.030 4.786 -0.215  0.337
H 0.049 3.527 0.528  -0.247
H -4.136 4.864 -1.598  0.218
H -2.626 5.358 -1.893  0.227
C 5.444 -6.370 -1.089  -1.383
C 5.310 -4.895 -1.444  0.537
C 3.770 -4.339 -1.354  -0.519
O 2.731 -5.016 -2.153  -0.381
C 1.545 -4.275 -2.568  -0.401
N 6.263 -4.160 -0.515  -0.687
H 6.463 -6.757 -1.120  0.345
H 4.769 -7.020 -1.646  0.318
H 5.035 -6.460 -0.083  0.315
H 5.633 -4.986 -2.481  0.154
H 3.627 -3.292 -1.620  0.369
H 3.426 -4.369 -0.320  0.338
H 1.371 -3.995 -3.606  0.252
H 1.367 -3.477 -1.847  0.039
H 0.809 -5.063 -2.404  0.257
H 6.181 -3.154 -0.487  0.228
H 7.234 -4.239 -0.782  0.234
C 2.082 -0.461 4.458  -0.438
C 2.388 0.974 3.934  -0.127
O 3.663 1.211 3.338  -0.544
O 1.493 -1.434 3.524  -0.521
H 1.393 -0.309 5.288  0.378
H 2.990 -0.856 4.912  0.340
H 2.331 1.673 4.769  0.360
H 1.711 1.131 3.094  0.004
H 3.853 0.543 2.675  0.319
H 1.154 -2.095 4.132  0.287
C -0.720 0.571 0.042  -0.072
C 0.020 -0.752 0.339  -0.157
O 1.296 -0.396 0.818  -0.474
O -1.110 1.296 1.165  -0.510
H -1.424 0.272 -0.733  0.006
H -0.074 1.193 -0.577  0.221
H 0.046 -1.364 -0.562  0.121
H -0.556 -1.320 1.069  0.336
H 1.361 -0.687 1.731  0.203
H -0.479 1.995 1.351  0.233
C -4.567 -0.335 -2.191  -0.275
C -5.212 -1.772 -2.418  -0.315
O -6.541 -1.654 -2.089  -0.489
O -5.113 0.534 -3.215  -0.545
H -3.485 -0.420 -2.088  0.133
H -4.863 0.090 -1.232  0.289
H -4.771 -2.507 -1.745  0.342
H -5.019 -1.991 -3.467  0.214
H -6.765 -2.397 -1.524  0.310
H -5.806 1.134 -2.930  0.303

Cartesian forces, eV/Å:
0.1 -1.5 1.1
-0.4 -1.2 1.2
0.5 1.2 -1.3
0.5 -0.1 0.4
-0.1 0.4 0.3
0.2 0.7 -0.6
0.1 0.4 -0.4
-0.4 -0.3 0.0
0.1 0.5 0.0
0.7 -0.1 -0.1
-1.6 -0.2 0.1
0.3 0.2 0.2
0.6 0.7 0.1
0.1 0.1 0.4
-0.7 -0.2 -0.8
-0.2 0.1 0.0
0.2 -0.6 -0.6
-1.6 -0.2 1.4
-0.4 -0.2 -0.3
-0.3 0.1 -0.4
1.4 0.0 -0.6
0.3 -1.6 1.7
-1.0 0.0 -0.5
0.0 0.2 -0.1
0.2 0.2 -0.6
0.5 -0.3 0.4
-0.1 1.4 -0.4
1.0 0.3 -0.1
0.3 -0.4 0.3
1.1 0.3 -0.1
-0.1 0.3 -0.3
-0.5 0.3 0.1
-0.8 0.2 -0.2
0.0 -0.8 -0.3
0.2 0.5 0.4
0.1 -1.4 -1.5
0.5 -0.3 0.7
0.8 1.5 0.8
-0.3 -0.1 0.0
0.2 -0.2 -0.2
-0.3 0.0 -0.3
-0.9 0.6 0.5
-0.1 -0.1 -0.1
-0.2 -0.3 -0.4
1.5 -1.0 -1.6
-0.6 1.5 0.4
0.5 -0.4 0.0
-1.0 -0.3 0.4
-1.5 0.5 0.7
0.6 0.0 0.1
0.4 0.1 -0.2
0.0 0.0 0.2
0.1 -0.3 0.2
0.1 -0.2 -0.2
-1.9 -0.6 0.2
2.1 2.1 0.7
-1.9 -0.3 0.1
1.5 -0.6 -0.4
0.2 0.4 -1.1
-0.2 -0.4 0.2
0.6 -0.1 -0.2
-0.2 -0.3 -0.1
-0.3 0.1 -0.1
0.2 -0.4 0.6

Values from the calculation:
Electronic energy, eV: -34520.932
ΔE to the lowest compared entry with this formula, charge and spin, kJ/mol: 369.90
Largest force on an atom, eV/Å: 3.1
Structure (SMILES): COC[C@H](C)N.COC[C@H](C)N.OCCO.OCCO.OCCO
E_LUMO, eV: 0.4547
Kohn-Sham gap, hartree: 0.3586

=====

(3)
C26H22ClN3O5 | wB97M-V/def2-TZVPD

Last column: Mulliken charge in e.
Geometry (Å):
C 5.321 -0.373 3.226  -1.791
C 5.371 -1.798 2.776  0.426
C 6.485 -2.607 2.988  0.744
C 6.532 -3.923 2.558  -0.489
C 5.444 -4.468 1.903  -0.925
C 4.314 -3.701 1.693  -0.259
C 4.284 -2.388 2.131  -0.221
N 3.097 -1.617 1.902  0.264
C 2.316 -1.327 3.000  0.474
O 2.574 -1.702 4.117  -0.610
N 1.208 -0.559 2.729  -0.030
C 0.775 -0.069 1.504  0.377
O -0.165 0.701 1.481  -0.694
C 1.568 -0.503 0.367  -0.110
C 1.320 -0.146 -0.935  -0.335
C 0.171 0.410 -1.535  1.026
C -1.185 0.255 -1.224  0.667
N -1.898 0.979 -2.119  0.913
C -1.049 1.609 -3.010  1.018
C 0.223 1.251 -2.693  -1.725
H 1.119 1.580 -3.178  0.530
C -1.567 2.521 -4.063  -1.519
H -0.737 3.039 -4.534  0.406
H -2.247 3.256 -3.634  0.286
H -2.111 1.971 -4.831  0.267
C -3.308 1.082 -2.157  -1.412
C -3.978 0.456 -3.200  -0.202
C -5.355 0.547 -3.298  -1.044
C -6.049 1.256 -2.340  -0.505
C -5.386 1.872 -1.279  0.748
C -3.989 1.808 -1.173  1.412
C -3.229 2.501 -0.090  -2.034
H -2.163 2.514 -0.295  0.374
H -3.580 3.523 0.029  0.571
H -3.383 1.994 0.861  0.261
C -6.272 2.581 -0.318  0.211
O -7.391 2.938 -0.592  -0.587
O -5.755 2.767 0.902  -0.420
H -6.409 3.207 1.469  0.338
H -7.124 1.349 -2.387  0.518
H -5.877 0.066 -4.110  0.428
H -3.409 -0.104 -3.928  0.611
C -1.849 -0.646 -0.258  -2.130
H -1.244 -1.537 -0.104  0.469
H -2.838 -0.929 -0.613  0.466
H -1.945 -0.147 0.708  0.303
H 2.156 -0.313 -1.609  0.516
C 2.823 -1.236 0.590  0.646
O 3.594 -1.532 -0.299  -0.652
H 0.667 -0.275 3.538  0.281
H 3.454 -4.111 1.187  0.437
H 5.477 -5.491 1.563  0.375
H 7.419 -4.511 2.738  0.447
Cl 7.870 -1.973 3.808  -0.257
H 6.324 0.026 3.351  0.550
H 4.783 0.239 2.505  0.274
H 4.801 -0.312 4.183  0.320

Cartesian forces, eV/Å:
0.0 0.0 0.0
0.0 0.0 -0.1
-0.3 -0.2 -0.2
0.0 0.0 0.0
-0.1 0.0 0.0
0.0 0.1 0.1
0.3 -0.3 0.1
0.5 -0.3 0.0
-0.3 0.1 0.1
0.0 0.0 0.1
-0.3 0.2 0.3
0.0 0.1 0.2
0.0 0.0 0.1
-0.2 0.1 -0.7
0.2 -0.2 0.6
-0.6 0.3 -0.1
0.4 -0.4 0.2
0.3 -0.1 0.1
0.4 0.3 -0.3
-0.3 0.0 0.0
0.2 0.1 -0.2
0.0 -0.1 0.0
0.0 0.0 0.0
0.0 0.1 -0.1
0.0 0.1 -0.1
-0.6 0.0 -0.1
0.0 0.1 0.1
0.1 0.0 0.0
0.0 0.1 0.2
0.1 -0.2 -0.3
0.0 -0.1 -0.2
0.2 0.1 0.2
0.0 0.0 0.0
0.0 0.0 0.0
0.1 0.0 0.1
-0.7 0.3 0.0
0.1 0.0 0.0
0.4 -0.1 0.4
-0.1 -0.1 -0.3
-0.1 0.0 0.0
-0.1 0.0 -0.1
0.1 0.0 -0.1
-0.2 0.2 0.2
0.0 -0.1 0.0
0.0 -0.1 0.0
-0.1 -0.1 0.0
0.0 0.0 0.1
0.1 0.0 -0.3
0.0 0.0 0.1
0.1 -0.1 -0.1
-0.1 0.0 -0.1
0.0 -0.1 0.0
0.1 0.0 0.0
0.3 0.1 0.2
-0.1 0.1 0.0
0.0 0.1 0.0
0.0 0.1 0.0

Values from the calculation:
Electronic energy, eV: -54552.145
ΔE to the lowest compared entry with this formula, charge and spin, kJ/mol: 0.00
Largest force on an atom, eV/Å: 0.8
Structure (SMILES): Cc1c(Cl)cccc1N1C(=O)NC(=O)/C(=C\c2cc(C)n(-c3cccc(C(=O)O)c3C)c2C)C1=O
E_LUMO, eV: -0.5424
Kohn-Sham gap, hartree: 0.2850

=====

(4)
H12O5S | wB97M-V/def2-TZVPD

Last column: Mulliken charge in e.
Geometry (Å):
S -2.201 0.721 -0.788  -0.149
H -3.055 0.811 -1.866  0.254
H -1.986 0.590 1.928  -0.090
H 3.463 -0.912 0.493  0.279
H 2.355 0.291 1.869  0.395
O 2.646 -0.763 0.889  -0.751
H -0.195 -1.133 -0.340  0.324
H 1.620 -0.978 -0.193  0.390
O 0.690 -1.124 -0.782  -0.538
H 1.885 1.140 3.134  0.280
H -1.576 1.231 2.119  0.104
O 1.799 1.020 2.231  -0.615
H -2.552 -1.935 -1.207  0.308
H -1.172 -2.410 -1.540  0.349
O -1.977 -2.691 -1.150  -0.612
H -0.649 2.162 -1.842  0.286
H 0.673 1.583 -1.242  0.367
O 0.235 2.396 -1.711  -0.581

Cartesian forces, eV/Å:
-0.1 -0.2 -0.3
0.5 -0.1 0.4
0.7 1.1 0.4
2.5 -0.5 -1.1
-0.1 -0.2 0.1
-2.9 -0.6 -0.5
1.5 -0.2 0.5
-1.3 0.4 0.7
-0.1 0.5 -0.1
0.5 0.1 2.7
-0.7 -1.1 -0.3
-1.0 0.9 -2.3
-0.4 0.3 0.0
1.4 0.2 -0.8
-0.9 -0.7 0.7
-2.2 -0.5 -0.3
-1.2 2.3 -1.3
3.7 -1.6 1.5

Values from the calculation:
Electronic energy, eV: -21258.552
ΔE to the lowest compared entry with this formula, charge and spin, kJ/mol: 915.70
Largest force on an atom, eV/Å: 4.3
E_LUMO, eV: -6.6848
Kohn-Sham gap, hartree: 0.1221